The molecule C3H6ClN at a distorted geometry. Source: OMol25; level of theory: ωB97M-V/def2-TZVPD.

Atoms and positions in Å:
H (-1.58, -0.09, 0.52)
C (-0.13, -0.82, -1.74)
H (0.51, -1.00, -2.57)
H (-0.18, 2.03, 0.96)
C (0.38, -0.43, -0.55)
N (-0.07, 1.16, 1.48)
C (-0.45, -0.10, 0.73)
H (-1.19, -0.84, -1.85)
H (-0.21, -0.84, 1.51)
Cl (2.03, -0.23, -0.11)
H (0.90, 1.16, 1.63)

Calculated values
LUMO energy, Eh: 0.034
E_HOMO, eV: -9.69
SMILES: C=C(Cl)CN
Energy above the lowest of the compared OMol25 structures with the same formula, charge and spin, kcal/mol: 6.2



The ion C3H6ClN2 with charge +1 at a distorted geometry. Source: OMol25; level of theory: ωB97M-V/def2-TZVPD.

Atoms and positions in Å:
H (1.04, -0.79, -0.01)
H (1.01, 2.08, -0.96)
C (1.48, 1.22, -0.45)
H (-3.16, -2.18, 0.11)
N (-1.48, -0.93, 0.27)
H (2.25, 0.85, -1.16)
C (-0.67, 0.07, 0.02)
C (-2.38, -1.52, -0.35)
Cl (-1.79, 1.71, -0.10)
H (-2.49, -1.31, -1.32)
N (0.60, 0.15, 0.00)
H (1.91, 1.58, 0.38)

Calculated values
LUMO energy, Eh: -0.202
E_HOMO, eV: -15.59
SMILES: C=N/C(Cl)=[NH+]/C
Energy above the lowest of the compared OMol25 structures with the same formula, charge and spin, kcal/mol: 50.4
Net charge: +1



A structure of composition C3H6ClN2OSi at a distorted geometry. Source: OMol25; level of theory: ωB97M-V/def2-TZVPD.

Atoms and positions in Å:
C (-1.46, -1.33, -0.12)
C (-0.73, 0.98, 0.41)
Cl (2.18, -2.12, 0.45)
C (0.34, 1.78, 0.54)
N (-0.45, -0.27, -0.04)
H (0.29, 2.79, 0.79)
Si (1.23, -0.37, -0.40)
H (-2.30, -1.27, 0.65)
H (-1.93, -1.14, -1.09)
H (-0.83, -2.16, -0.05)
N (1.44, 1.23, -0.12)
O (2.65, 1.83, -0.08)
H (-1.70, 1.17, 0.71)
H (1.26, -1.12, -1.65)

Calculated values
LUMO energy, Eh: 0.132
E_HOMO, eV: -1.92
Energy above the lowest of the compared OMol25 structures with the same formula, charge and spin, kcal/mol: 20.3
Net charge: -1